No. 1
91
Properties=species:S:1:pos:R:3:lowdin_charge:R:1 method="wB97M-V/def2-TZVPD" homo_ev=-8.744 lumo_ev=-0.027 homo_lumo_gap_ev=8.72
C 5.698 3.638 -1.822 0.114
C 4.906 3.045 -2.851 0.008
C 3.880 2.620 -4.102 -0.199
O 4.706 2.748 -5.337 -0.059
C 5.050 4.208 -5.295 -0.231
O 6.198 4.749 -5.788 0.019
O 3.952 4.932 -4.573 -0.136
C 2.885 3.908 -4.316 -0.536
C 2.181 4.075 -2.845 -0.088
C 1.224 3.006 -2.355 0.006
P 1.840 4.042 -5.910 0.729
O 0.154 3.694 -5.649 -0.386
Cl 1.905 6.127 -6.419 0.168
H 6.029 4.394 -0.960 0.078
H 3.431 1.540 -4.053 0.173
H 2.393 5.023 -2.168 0.132
H 1.462 1.855 -2.459 0.084
H 0.197 3.386 -1.898 0.066
H -0.126 3.819 -4.695 0.049
C -2.262 0.597 -0.531 -0.064
C -1.280 1.565 0.110 -0.481
C -1.763 2.020 1.477 -0.065
O -1.117 2.700 -0.736 -0.118
H -3.239 1.071 -0.680 0.085
H -1.908 0.287 -1.520 0.082
H -2.398 -0.295 0.088 0.069
H -0.300 1.084 0.206 0.144
H -2.722 2.545 1.400 0.085
H -1.052 2.726 1.921 0.078
H -1.884 1.170 2.156 0.077
H -1.982 3.133 -0.827 0.103
C -3.987 -4.150 -0.465 -0.077
C -3.573 -2.984 -1.349 -0.487
C -3.310 -3.437 -2.776 -0.062
O -2.394 -2.385 -0.818 -0.084
H -3.195 -4.906 -0.418 0.075
H -4.161 -3.811 0.562 0.085
H -4.901 -4.623 -0.837 0.080
H -4.359 -2.221 -1.343 0.141
H -2.495 -4.168 -2.811 0.082
H -3.001 -2.589 -3.398 0.079
H -4.204 -3.888 -3.218 0.081
H -1.690 -3.055 -0.819 0.091
C -3.723 -6.702 2.842 -0.063
C -5.091 -6.706 2.179 -0.490
C -5.777 -8.055 2.332 -0.064
O -4.946 -6.405 0.793 -0.085
H -3.063 -7.448 2.384 0.077
H -3.236 -5.729 2.712 0.073
H -3.802 -6.915 3.912 0.084
H -5.716 -5.923 2.621 0.143
H -5.190 -8.849 1.857 0.082
H -6.755 -8.047 1.840 0.081
H -5.917 -8.308 3.388 0.081
H -4.392 -7.096 0.393 0.101
C -2.575 1.210 7.101 -0.069
C -2.117 1.533 5.688 -0.504
C -2.178 3.027 5.414 -0.062
O -2.947 0.847 4.754 -0.067
H -3.614 1.520 7.257 0.081
H -2.538 0.130 7.280 0.080
H -1.946 1.710 7.844 0.080
H -1.092 1.173 5.542 0.140
H -3.203 3.402 5.510 0.083
H -1.857 3.244 4.389 0.066
H -1.537 3.582 6.106 0.082
H -3.858 1.160 4.877 0.094
C 8.077 6.961 -3.785 -0.061
C 7.026 6.999 -2.688 -0.495
C 6.899 8.391 -2.090 -0.065
O 7.380 6.075 -1.662 -0.100
H 9.064 7.229 -3.392 0.080
H 8.166 5.950 -4.198 0.074
H 7.825 7.649 -4.597 0.086
H 6.059 6.683 -3.093 0.134
H 7.844 8.711 -1.637 0.080
H 6.148 8.401 -1.293 0.079
H 6.612 9.123 -2.852 0.082
H 8.238 6.348 -1.296 0.098
C -0.116 -4.779 2.097 -0.059
C -0.106 -6.120 1.380 -0.511
C 0.481 -7.214 2.258 -0.065
O 0.664 -6.010 0.185 -0.060
H 0.901 -4.467 2.358 0.084
H -0.530 -3.999 1.449 0.072
H -0.714 -4.827 3.013 0.077
H -1.127 -6.390 1.088 0.120
H 1.519 -6.987 2.525 0.082
H 0.494 -8.170 1.724 0.082
H -0.098 -7.334 3.179 0.078
H 1.572 -5.771 0.434 0.093

---

No. 2
104
Properties=species:S:1:pos:R:3:lowdin_charge:R:1 method="wB97M-V/def2-TZVPD" total_charge=+2 homo_ev=-15.495 lumo_ev=-13.104 homo_lumo_gap_ev=2.39
Tl -2.544 -2.329 -2.988 1.082
C 0.321 -1.518 -0.045 -0.074
O -0.660 -2.250 -0.711 -0.069
H 1.099 -1.146 -0.711 0.098
H -0.089 -0.653 0.477 0.135
H 0.804 -2.103 0.738 0.102
C 0.826 -5.071 -1.134 -0.053
C 1.487 -5.044 0.252 -0.319
O 2.794 -5.461 -0.047 0.152
C 2.929 -6.007 -1.239 -0.481
O 3.959 -6.466 -1.707 0.201
O 1.709 -5.887 -1.896 0.100
F 0.820 -5.935 0.976 0.111
H 0.766 -4.089 -1.603 0.126
H -0.167 -5.504 -1.018 0.152
H 1.458 -4.062 0.723 0.141
C -1.442 -3.960 2.617 -0.065
C -1.008 -2.848 3.588 -0.399
O -1.210 -3.400 4.843 0.141
C -2.082 -4.489 4.712 -0.492
O -2.359 -5.226 5.602 0.221
O -2.313 -4.699 3.416 0.106
F -1.750 -1.776 3.489 0.105
H -0.589 -4.589 2.360 0.121
H -1.793 -3.529 1.679 0.130
H 0.043 -2.587 3.467 0.133
C 0.632 2.352 -0.084 -0.029
C -0.363 2.113 -1.275 -0.235
O 0.240 2.271 -2.550 -0.184
P 0.323 1.019 -3.628 0.488
O -0.686 -0.037 -3.445 -0.344
O 0.277 1.736 -5.047 -0.160
C -0.752 2.567 -5.457 -0.275
C -0.282 3.124 -6.813 -0.051
O 1.806 0.386 -3.509 -0.165
C 2.906 1.249 -3.053 -0.201
C 3.649 0.570 -1.855 -0.060
H 1.464 1.649 -0.067 0.040
H 1.041 3.353 0.049 0.088
H 0.232 2.176 0.915 0.050
H -0.828 1.129 -1.214 0.077
H -1.178 2.836 -1.234 0.122
H -1.740 2.108 -5.433 0.125
H -0.725 3.434 -4.797 0.117
H 0.645 3.695 -6.773 0.087
H -0.159 2.338 -7.559 0.081
H -1.055 3.734 -7.279 0.082
H 3.481 1.578 -3.919 0.130
H 2.584 2.220 -2.677 0.103
H 4.088 -0.377 -2.170 0.061
H 4.505 1.109 -1.447 0.089
H 2.907 0.307 -1.101 0.036
C -7.306 1.721 1.245 -0.054
C -5.991 2.088 0.717 -0.335
O -5.515 1.008 -0.008 -0.179
P -4.027 1.097 -0.709 0.556
O -3.525 -0.143 -1.349 -0.371
O -4.212 2.401 -1.668 -0.188
C -5.222 2.351 -2.687 -0.253
C -5.168 3.617 -3.520 -0.062
O -3.099 1.599 0.562 -0.174
C -2.643 0.660 1.552 -0.262
C -2.068 1.392 2.727 -0.033
H -7.958 1.489 0.403 0.095
H -7.249 0.794 1.816 0.090
H -7.687 2.470 1.938 0.099
H -6.098 2.857 -0.049 0.113
H -5.271 2.522 1.411 0.126
H -4.985 1.483 -3.302 0.119
H -6.237 2.364 -2.291 0.122
H -4.258 3.813 -4.088 0.070
H -5.918 3.711 -4.305 0.092
H -5.245 4.495 -2.878 0.088
H -3.441 -0.056 1.746 0.136
H -1.948 -0.110 1.215 0.084
H -2.927 1.868 3.201 0.102
H -1.566 0.688 3.390 0.069
H -1.233 2.060 2.516 0.073
C 1.460 -0.850 4.817 -0.058
C 2.162 -0.289 3.650 -0.323
O 3.515 -0.412 3.976 -0.127
P 4.591 0.182 2.904 0.555
O 6.063 0.061 3.278 -0.187
O 4.194 -0.705 1.573 -0.170
C 4.772 -1.941 1.262 -0.229
C 4.612 -2.224 -0.255 -0.029
O 4.004 1.626 2.673 -0.160
C 4.335 2.295 1.512 -0.285
C 4.192 3.804 1.842 -0.040
H 0.383 -0.793 4.659 0.067
H 1.728 -1.897 4.964 0.104
H 1.681 -0.186 5.653 0.109
H 1.912 -0.947 2.817 0.097
H 1.868 0.732 3.406 0.128
H 5.754 -2.023 1.727 0.136
H 4.213 -2.701 1.808 0.130
H 5.315 -1.539 -0.729 0.086
H 4.854 -3.253 -0.520 0.089
H 3.621 -2.004 -0.653 0.051
H 5.362 2.130 1.188 0.128
H 3.685 2.027 0.679 0.086
H 4.723 4.136 2.734 0.089
H 4.636 4.456 1.090 0.083
H 3.139 4.066 1.946 0.070

---

No. 3
116
Properties=species:S:1:pos:R:3:lowdin_charge:R:1 method="wB97M-V/def2-TZVPD" total_charge=+1 multiplicity=2 homo_ev="-10.413 / -10.193" lumo_ev="-3.057 / -7.725" s2=0.757 homo_lumo_gap_ev="7.36 / 2.47"
Zr 2.252 1.520 1.926 1.923
S 5.070 1.323 1.389 0.252
O 5.811 2.154 0.466 -0.266
O 4.223 2.112 2.272 -0.444
O 3.840 0.756 0.835 -0.505
O 5.772 0.376 2.183 -0.265
O -0.943 -0.006 -0.422 0.203
C 0.118 0.465 0.301 -0.603
O 0.387 1.593 0.738 0.044
O 1.160 -0.082 0.676 0.071
H -0.633 -0.887 -0.642 0.092
C 0.263 4.160 5.185 -0.613
F -0.364 3.309 5.967 0.160
F -0.182 5.400 5.458 0.165
F 1.573 3.952 5.290 0.138
S -0.172 3.754 3.299 0.803
O -1.020 2.539 3.117 -0.341
O -0.895 4.936 2.834 -0.300
N 1.526 3.464 2.533 -0.408
S 1.824 5.076 2.296 0.621
O 1.186 5.596 1.105 -0.280
O 1.529 5.935 3.419 -0.275
C 3.715 5.338 2.064 -0.609
F 4.000 6.565 2.446 0.172
F 4.409 4.549 2.935 0.107
F 4.098 5.176 0.797 0.134
C 1.051 -3.686 -4.509 -0.015
C 0.963 -2.661 -3.327 -0.469
C 1.649 -1.315 -3.664 -0.131
C 0.818 -0.435 -4.620 -0.131
C -0.698 -0.298 -4.199 -0.115
C -1.357 -1.598 -3.829 -0.529
N -0.442 -2.369 -2.945 -0.083
O -1.107 -3.305 -2.164 -0.029
C -2.644 -1.282 -3.063 -0.019
C -1.702 -2.347 -5.086 -0.033
C 1.737 -3.231 -2.147 -0.042
H 1.116 -3.204 -5.484 0.075
H 0.313 -4.487 -4.528 0.091
H 2.017 -4.192 -4.528 0.081
H 1.840 -0.727 -2.766 0.077
H 2.594 -1.509 -4.170 0.130
H 0.827 -0.818 -5.641 0.107
H 1.291 0.545 -4.546 0.086
H -1.259 -0.029 -5.094 0.121
H -0.909 0.444 -3.429 0.108
H -3.158 -2.232 -2.915 0.090
H -2.474 -0.720 -2.145 0.063
H -3.322 -0.583 -3.553 0.107
H -1.951 -3.386 -4.868 0.096
H -2.516 -1.792 -5.553 0.096
H -0.984 -2.360 -5.905 0.080
H 2.772 -3.337 -2.471 0.098
H 1.369 -4.256 -2.118 0.081
H 1.722 -2.749 -1.170 0.060
H -1.005 -3.019 -1.253 0.008
C -1.752 -0.264 3.372 -0.201
S 0.001 -0.576 3.851 0.985
O 0.683 0.673 3.309 -0.703
C -0.092 -0.135 5.687 -0.159
H -2.220 0.581 3.877 0.065
H -2.280 -1.215 3.442 0.056
H -1.813 -0.021 2.311 0.047
H -0.801 0.674 5.861 0.053
H 0.883 0.185 6.053 0.067
H -0.414 -1.027 6.225 0.057
C 2.715 4.387 -2.363 -0.199
S 3.253 3.018 -1.231 1.002
O 2.485 2.937 0.091 -0.653
C 2.540 1.634 -2.261 -0.214
H 3.053 4.220 -3.386 0.060
H 3.065 5.378 -2.073 0.063
H 1.634 4.332 -2.495 0.058
H 2.981 1.754 -3.250 0.064
H 1.451 1.606 -2.283 0.062
H 2.974 0.752 -1.790 0.040
C 0.449 -5.059 0.977 -0.191
S -1.188 -4.166 1.355 0.936
O -1.216 -2.944 0.443 -0.599
C -2.307 -5.452 0.550 -0.213
H 1.011 -4.747 1.857 0.006
H 0.906 -4.618 0.092 0.027
H 0.429 -6.149 0.972 0.064
H -2.112 -6.457 0.923 0.053
H -2.451 -5.540 -0.527 0.070
H -3.266 -5.228 1.017 0.028
C 3.178 -2.787 1.284 -0.224
S 3.629 -1.870 2.802 1.008
O 2.857 -0.545 2.736 -0.671
C 2.628 -2.911 3.912 -0.244
H 2.103 -2.694 1.135 0.026
H 3.547 -3.812 1.316 0.077
H 3.628 -2.219 0.469 0.058
H 1.602 -3.016 3.561 0.019
H 2.661 -2.319 4.827 0.053
H 2.990 -3.927 4.067 0.072
C -3.772 6.024 -0.267 -0.247
S -3.471 4.541 0.812 0.876
O -4.711 3.615 1.012 -0.570
C -2.295 3.650 -0.372 -0.226
H -3.035 6.319 -1.015 0.051
H -3.913 6.931 0.322 0.045
H -4.709 5.826 -0.786 0.051
H -1.330 4.156 -0.351 0.036
H -2.619 3.838 -1.396 0.044
H -2.008 2.619 -0.168 0.024
C -4.329 -1.526 0.447 -0.128
C -5.128 -2.815 0.015 -0.107
O -6.246 -2.234 -0.599 0.082
C -5.938 -0.983 -0.959 -0.581
O -6.560 -0.313 -1.696 0.192
O -4.764 -0.512 -0.437 0.055
H -3.265 -1.672 0.260 0.082
H -4.440 -1.232 1.491 0.125
H -5.432 -3.395 0.886 0.129
H -4.549 -3.406 -0.694 0.121

---

No. 4
94
Properties=species:S:1:pos:R:3:lowdin_charge:R:1 method="wB97M-V/def2-TZVPD" total_charge=+1 homo_ev=-10.885 lumo_ev=-4.173 homo_lumo_gap_ev=6.71
C 2.057 -2.700 0.383 0.012
C 1.695 -2.180 -0.971 -0.135
C 0.116 -2.410 -1.439 -0.143
N -0.800 -1.435 -0.728 -0.077
C -0.237 -0.065 -0.423 0.047
N -1.286 0.767 0.296 0.117
C -2.422 -0.238 0.313 -0.146
N -3.608 0.170 0.867 -0.062
N -4.783 -0.557 0.957 0.036
N -2.133 -1.596 -0.285 0.004
C -2.970 -2.843 -0.457 -0.071
C -3.471 -3.530 0.961 -0.093
O -4.707 -4.098 0.967 -0.062
H 2.225 -3.850 0.628 0.099
H 2.117 -1.935 1.275 0.059
H 2.417 -1.593 -1.694 0.123
H 0.082 -2.239 -2.618 0.143
H -0.115 -3.542 -1.233 0.133
H 0.795 0.440 -0.644 0.166
H -3.629 1.153 1.268 0.189
H -5.546 0.152 0.737 0.136
H -4.893 -0.794 1.989 0.130
H -2.344 -3.686 -1.022 0.147
H -3.898 -2.624 -1.165 0.162
H -2.868 -3.523 1.967 0.142
C 0.158 -1.036 3.134 -0.106
O 0.187 0.136 3.934 -0.233
C -1.116 0.676 4.159 -0.187
C -1.178 1.383 5.517 -0.159
O -1.272 0.478 6.625 -0.129
C -0.079 -0.252 6.945 -0.166
C 1.017 0.617 7.567 -0.185
O 1.688 1.373 6.557 -0.216
C 2.228 2.585 7.055 -0.104
H -0.201 -0.802 2.129 0.047
H 1.176 -1.430 3.068 0.081
H -0.475 -1.800 3.596 0.092
H -1.876 -0.111 4.127 0.121
H -1.312 1.398 3.360 0.096
H -2.101 1.973 5.544 0.131
H -0.355 2.086 5.652 0.120
H 0.283 -0.812 6.080 0.113
H -0.385 -0.994 7.691 0.129
H 1.763 -0.020 8.051 0.127
H 0.572 1.281 8.319 0.129
H 1.444 3.200 7.507 0.088
H 2.655 3.141 6.216 0.085
H 3.016 2.380 7.787 0.091
C 2.984 7.166 0.529 -0.107
O 2.725 6.104 1.434 -0.211
C 2.214 6.564 2.685 -0.187
C 1.282 5.518 3.303 -0.169
O -0.016 5.480 2.694 -0.133
C -0.077 4.908 1.380 -0.163
C 0.126 3.391 1.367 -0.200
O 1.513 3.072 1.497 -0.192
C 1.725 1.808 2.100 -0.088
H 3.781 7.807 0.913 0.089
H 3.300 6.734 -0.425 0.090
H 2.076 7.751 0.355 0.087
H 1.668 7.506 2.561 0.126
H 3.070 6.730 3.346 0.126
H 1.105 5.803 4.347 0.126
H 1.735 4.526 3.325 0.113
H 0.604 5.419 0.696 0.119
H -1.092 5.115 1.022 0.126
H -0.218 2.980 0.413 0.094
H -0.455 2.939 2.181 0.104
H 1.250 1.764 3.084 0.080
H 2.800 1.667 2.236 0.103
H 1.337 1.009 1.459 0.047
C -1.597 -1.325 -8.744 -0.106
O -0.479 -2.126 -8.397 -0.205
C 0.181 -1.662 -7.219 -0.193
C 0.818 -2.831 -6.462 -0.172
O -0.130 -3.613 -5.721 -0.157
C -0.996 -4.452 -6.497 -0.171
C -0.280 -5.655 -7.119 -0.190
O 0.454 -5.254 -8.277 -0.208
C 1.575 -6.085 -8.524 -0.107
H -1.274 -0.316 -9.011 0.088
H -2.092 -1.783 -9.606 0.093
H -2.314 -1.289 -7.918 0.084
H -0.520 -1.142 -6.557 0.120
H 0.961 -0.962 -7.536 0.126
H 1.499 -2.413 -5.712 0.119
H 1.423 -3.462 -7.114 0.119
H -1.544 -3.871 -7.241 0.118
H -1.740 -4.833 -5.788 0.123
H -1.016 -6.398 -7.437 0.126
H 0.386 -6.107 -6.373 0.125
H 2.244 -6.098 -7.658 0.085
H 2.127 -5.674 -9.373 0.092
H 1.251 -7.102 -8.766 0.090

---

No. 5
94
Properties=species:S:1:pos:R:3:lowdin_charge:R:1 method="wB97M-V/def2-TZVPD" homo_ev=-8.877 lumo_ev=0.136 homo_lumo_gap_ev=9.01
C 4.933 1.526 -1.102 0.004
C 4.231 0.510 -0.611 -0.159
C 2.724 0.445 -0.686 -0.089
C 1.994 -0.876 -0.357 -0.380
N 2.702 -1.610 0.663 0.043
C 2.329 -3.012 0.874 -0.198
C 3.179 -3.614 1.984 -0.234
C 3.184 -2.798 3.274 -0.108
O 1.825 -1.653 -1.552 -0.101
C 2.994 -1.994 -2.268 -0.212
C 3.172 -1.217 -3.575 -0.216
C 4.641 -1.160 -3.988 -0.102
C 0.514 -0.547 0.134 -0.342
C 0.501 -0.283 1.648 -0.107
C 1.451 0.762 2.239 -0.208
C 1.015 1.120 3.666 -0.220
S 2.371 1.315 4.785 0.580
O 1.914 1.985 5.963 -0.281
O 3.087 0.089 4.859 -0.257
O 3.314 2.338 3.991 -0.147
O -0.217 -1.731 -0.136 -0.076
C -1.470 -1.894 0.496 -0.196
C -2.240 -2.935 -0.291 -0.188
N -3.446 -3.336 0.432 -0.035
C -4.488 -2.299 0.457 -0.188
C -5.736 -2.678 -0.326 -0.427
C -5.485 -2.811 -1.826 -0.038
O -6.245 -3.906 0.198 -0.034
N -0.033 0.591 -0.630 -0.023
C -0.855 1.608 0.036 -0.156
C -1.058 2.875 -0.815 -0.161
C -2.473 3.062 -1.384 -0.189
C -3.299 4.060 -0.576 -0.217
N -2.925 5.459 -0.891 0.001
C -2.668 6.272 0.270 -0.565
N -3.529 6.696 1.096 0.130
N -1.319 6.612 0.429 0.107
C -0.469 0.265 -1.949 -0.173
O -1.870 -0.072 -1.916 -0.151
O -2.127 -0.575 -3.245 -0.012
H 5.998 1.605 -0.930 0.056
H 4.457 2.311 -1.682 0.066
H 4.791 -0.290 -0.135 0.096
H 2.341 1.234 -0.046 0.104
H 2.410 0.726 -1.690 0.114
H 3.696 -1.583 0.483 0.089
H 2.469 -3.602 -0.040 0.117
H 1.274 -3.077 1.131 0.113
H 2.846 -4.638 2.166 0.106
H 4.210 -3.696 1.617 0.106
H 3.851 -1.941 3.204 0.061
H 3.538 -3.398 4.112 0.073
H 2.192 -2.417 3.524 0.065
H 3.896 -1.908 -1.650 0.113
H 2.901 -3.057 -2.511 0.130
H 2.611 -1.735 -4.355 0.109
H 2.741 -0.220 -3.485 0.098
H 5.111 -2.135 -3.829 0.076
H 4.754 -0.921 -5.044 0.070
H 5.192 -0.430 -3.395 0.059
H -0.516 -0.014 1.940 0.115
H 0.717 -1.228 2.143 0.113
H 2.471 0.379 2.239 0.105
H 1.451 1.679 1.653 0.099
H 0.404 0.332 4.112 0.117
H 0.456 2.054 3.703 0.110
H 3.145 3.228 4.331 0.097
H -1.366 -2.257 1.526 0.132
H -2.027 -0.953 0.533 0.104
H -1.596 -3.806 -0.419 0.130
H -2.454 -2.539 -1.293 0.105
H -3.835 -4.146 -0.036 0.096
H -4.115 -1.361 0.033 0.113
H -4.778 -2.100 1.492 0.118
H -6.467 -1.877 -0.170 0.140
H -6.415 -2.718 -2.386 0.078
H -5.032 -3.774 -2.062 0.085
H -4.817 -2.017 -2.166 0.061
H -7.197 -3.848 0.287 0.089
H -0.369 1.908 0.960 0.096
H -1.841 1.219 0.329 0.118
H -0.841 3.735 -0.175 0.093
H -0.312 2.917 -1.608 0.107
H -2.406 3.447 -2.402 0.112
H -2.996 2.106 -1.407 0.099
H -4.360 3.902 -0.785 0.111
H -3.169 3.888 0.497 0.120
H -3.691 5.895 -1.389 0.109
H -4.452 6.335 0.867 0.044
H -0.908 6.276 1.289 0.084
H -0.783 6.290 -0.365 0.074
H -0.354 1.114 -2.628 0.130
H 0.080 -0.586 -2.336 0.130
H -3.027 -0.901 -3.120 0.076

---

The following strongest force on any atom values (in eV Å⁻¹) correspond, in order, to the records above: 10.4; 4.9; 8.0; 9.1; 0.7.
The following DFT total energy values (in Ha) correspond, in order, to the records above: -2538.514256; -3810.254470; -6430.521434; -2010.293414; -2313.433147.